DFT (the ωB97M-V functional and the def2-TZVPD basis) results for a molecular structure, C6H15NNaO2 at a distorted geometry.

Each line ends with the Löwdin charge.
Positions of all 25 atoms, in Å:
Na -1.029 -1.167 0.452  0.71
C -3.261 0.962 -1.457  -0.09
O -2.001 0.336 -1.415  -0.23
C -0.948 0.999 -2.141  -0.17
C 0.453 0.376 -1.849  -0.20
N 0.574 0.472 -0.438  -0.10
C 1.833 -0.110 0.052  -0.17
C 1.848 -0.366 1.593  -0.16
O 0.868 -1.380 1.877  -0.27
C 0.737 -1.806 3.218  -0.07
H -3.277 1.964 -1.886  0.10
H -3.514 1.211 -0.427  0.09
H -3.994 0.320 -1.944  0.10
H -0.923 2.017 -1.751  0.13
H -1.099 0.971 -3.220  0.13
H 1.215 0.985 -2.336  0.14
H 0.451 -0.667 -2.167  0.13
H 0.774 1.456 -0.328  0.13
H 2.688 0.546 -0.106  0.13
H 2.150 -1.035 -0.431  0.13
H 1.718 0.495 2.249  0.13
H 2.813 -0.773 1.896  0.13
H 0.312 -1.008 3.826  0.10
H 1.635 -2.224 3.673  0.10
H -0.021 -2.573 3.058  0.09

Its net charge is +1. The spin multiplicity is 1. The calculation puts the frontier orbital gap at 0.371 Ha. The calculation puts the HOMO energy at -0.4962 Ha.


DFT (the ωB97M-V functional and the def2-TZVPD basis) results for 2 unconnected molecules or ions with the total composition C6H15NO at a distorted geometry.

Each line ends with the Mulliken spin population.
Positions of all 23 atoms, in Å:
C -0.028 -0.570 2.457  0.51
C -0.780 -0.192 1.167  -0.47
C 0.060 -0.644 -0.026  0.48
C -0.795 -1.178 -1.199  0.07
C 0.200 0.024 -3.125  0.43
C -0.022 -1.123 -2.501  -0.11
N -1.089 1.226 1.125  0.84
H 0.069 -1.658 2.528  0.06
H -0.493 -0.226 3.381  -0.11
H 0.954 -0.104 2.437  -0.18
H -1.719 -0.749 1.286  -0.08
H 0.743 -1.465 0.188  0.06
H 0.745 0.171 -0.274  -0.05
H -1.074 -2.198 -0.943  0.01
H -1.739 -0.627 -1.250  -0.02
H 0.893 0.144 -3.945  -0.05
H -0.119 0.991 -2.748  -0.27
H 0.594 -1.997 -2.694  0.01
H -0.505 1.799 0.521  -0.25
H -2.044 1.398 0.832  -0.28
H 2.226 2.103 1.684  -0.13
H 1.694 2.817 0.387  -0.20
O 2.228 2.061 0.712  0.76

Its net charge is -1. Its expectation value of S² is 0.750. The spin multiplicity is 2. The calculation puts the frontier orbital gap (spin up / spin down) at 0.098 / 0.337 Ha. The calculation puts the HOMO energy (spin up / spin down) at 0.0377 / -0.2046 Ha.


DFT (the ωB97M-V functional and the def2-TZVPD basis) results for 2 unconnected molecules or ions with the total composition C6H15NO at a distorted geometry.

Each line ends with the Löwdin charge.
Positions of all 23 atoms, in Å:
C 0.658 0.496 -2.840  -0.11
C -0.345 0.987 -1.818  -0.26
C -0.167 0.366 -0.443  -0.17
C 0.020 -0.915 -0.272  -0.17
N 0.427 -1.481 0.948  -0.08
C 0.602 -0.689 2.193  -0.25
C 2.109 -0.345 2.424  -0.09
H 1.646 0.766 -2.544  0.07
H 0.512 0.863 -3.854  0.08
H 0.649 -0.549 -2.913  0.04
H -0.412 2.102 -1.649  0.13
H -1.257 0.676 -2.287  0.08
H -0.068 1.102 0.374  0.11
H 0.078 -1.592 -1.016  0.08
H 1.077 -2.351 0.861  0.17
H 0.148 -1.414 2.906  0.11
H -0.009 0.265 2.116  0.11
H 2.762 -1.138 2.464  0.02
H 2.473 0.383 1.398  0.16
H 2.198 0.134 3.340  0.02
O -3.048 1.285 -0.044  -0.15
H -3.398 0.824 -0.909  0.08
H -2.265 0.615 -0.040  0.03

As for the SMILES: CC/C=C/NCC.O. Its net charge is 0. The spin multiplicity is 1. The calculation puts the frontier orbital gap at 0.321 Ha. The calculation puts the HOMO energy at -0.2889 Ha.


DFT (the ωB97M-V functional and the def2-TZVPD basis) results for 3 unconnected molecules or ions with the total composition C6H15NO at a distorted geometry.

Each line ends with the Löwdin charge.
Positions of all 23 atoms, in Å:
C -1.489 0.655 -0.157  -0.29
C 0.580 -0.444 0.430  -0.23
C 0.664 0.299 -0.732  -0.21
C -2.504 -0.373 0.258  -0.09
C 0.235 -1.900 0.468  -0.08
C 1.128 1.719 -0.813  -0.09
N 2.691 -0.638 0.235  -0.06
O -1.476 1.800 0.642  -0.04
H -1.440 1.538 1.570  0.10
H -1.626 0.977 -1.186  0.11
H 0.629 0.080 1.378  0.13
H 0.581 -0.244 -1.670  0.13
H 3.223 0.224 0.112  -0.05
H 2.915 -1.220 -0.576  -0.03
H -2.365 -0.694 1.296  0.07
H -3.518 0.043 0.193  0.08
H -2.463 -1.251 -0.389  0.08
H 0.055 -2.300 -0.532  0.09
H 1.074 -2.439 0.909  0.08
H -0.639 -2.094 1.090  0.07
H 0.363 2.355 -1.265  0.08
H 1.356 2.123 0.173  0.09
H 2.024 1.781 -1.433  0.08

Its net charge is 0. The spin multiplicity is 1. The calculation puts the frontier orbital gap (spin up / spin down) at 0.259 / 0.273 Ha. The calculation puts the HOMO energy (spin up / spin down) at -0.2301 / -0.2444 Ha.


DFT (the ωB97M-V functional and the def2-TZVPD basis) results for a single C6H15NO molecule at a distorted geometry.

Each line ends with the Löwdin charge.
Positions of all 23 atoms, in Å:
C 2.672 -1.689 -1.737  -0.12
C 1.343 -1.215 -1.134  -0.27
C 1.167 0.306 -1.111  -0.19
C 0.753 0.797 0.298  -0.25
N -0.418 0.118 0.821  -0.06
C -1.608 0.943 0.894  -0.25
C -2.699 0.302 1.711  -0.24
O -3.936 1.033 1.581  -0.08
H 2.650 -1.628 -2.829  0.07
H 2.835 -2.727 -1.460  0.06
H 3.510 -1.068 -1.420  0.07
H 0.543 -1.783 -1.603  0.10
H 1.349 -1.567 -0.102  0.09
H 0.402 0.685 -1.786  0.10
H 2.156 0.733 -1.270  0.10
H 1.611 0.710 0.968  0.12
H 0.587 1.870 0.204  0.10
H -0.257 -0.265 1.743  0.11
H -1.969 1.247 -0.097  0.12
H -1.411 1.929 1.341  0.12
H -2.502 0.388 2.777  0.12
H -2.876 -0.727 1.394  0.12
H -3.900 1.610 0.815  0.07

As for the SMILES: CCCCNCCO. Its net charge is 0. The spin multiplicity is 1. The calculation puts the frontier orbital gap at 0.366 Ha. The calculation puts the HOMO energy at -0.3304 Ha.


DFT (the ωB97M-V functional and the def2-TZVPD basis) results for 2 unconnected molecules or ions with the total composition C6H15NO at a distorted geometry.

Each line ends with the Löwdin charge.
Positions of all 23 atoms, in Å:
C -2.183 -0.624 -0.433  0.04
C -1.164 -1.300 -1.020  -0.40
C -0.118 -2.110 -0.313  -0.05
O -1.399 -1.906 -2.251  0.00
H -2.117 0.254 0.179  0.03
H -3.198 -0.746 -0.783  0.05
H 0.724 -2.295 -0.979  0.08
H -0.504 -3.062 0.046  0.09
H 0.253 -1.554 0.540  0.04
H -2.305 -1.746 -2.534  0.09
C -0.040 2.068 0.212  -0.14
N 0.603 0.768 0.363  -0.32
C 1.849 0.760 -0.391  -0.13
C 0.868 0.547 1.880  -0.07
H 0.576 2.895 0.593  0.08
H -0.958 2.073 0.798  0.07
H -0.285 2.232 -0.837  0.09
H 2.537 1.554 -0.069  0.08
H 1.633 0.917 -1.448  0.09
H 2.365 -0.187 -0.247  0.08
H 1.561 1.320 2.242  0.08
H 1.367 -0.409 2.017  0.06
H -0.064 0.549 2.436  0.08

As for the SMILES: C=C(C)O.CN(C)C. Its net charge is 0. The spin multiplicity is 1. The calculation puts the frontier orbital gap at 0.332 Ha. The calculation puts the HOMO energy at -0.2994 Ha.


DFT (the ωB97M-V functional and the def2-TZVPD basis) results for 2 unconnected molecules or ions with the total composition C6H15NO at a distorted geometry.

Each line ends with the Löwdin charge.
Positions of all 23 atoms, in Å:
C 2.486 0.872 -2.790  -0.12
C 1.146 0.222 -3.272  -0.26
C 0.035 0.592 -2.342  -0.14
C -0.169 0.076 -1.134  -0.16
N -1.205 0.483 -0.278  -0.07
C -1.238 -0.087 1.055  -0.29
C -2.479 0.427 1.814  -0.09
H 3.290 0.778 -3.514  0.06
H 2.809 0.311 -1.923  0.06
H 2.397 1.917 -2.501  0.07
H 0.986 0.493 -4.308  0.09
H 1.397 -0.843 -3.255  0.10
H -0.586 1.425 -2.662  0.10
H 0.285 -0.850 -0.809  0.12
H -1.457 1.460 -0.274  0.12
H -0.336 0.033 1.665  0.10
H -1.349 -1.165 0.925  0.10
H -2.159 0.895 2.750  0.07
H -2.988 1.237 1.282  0.06
H -3.244 -0.324 1.978  0.06
O 0.504 -2.418 6.028  -0.06
H 0.661 -2.632 5.104  0.03
H 1.214 -2.900 6.463  0.03

As for the SMILES: CC/C=C/NCC.O. Its net charge is 0. The spin multiplicity is 1. The calculation puts the frontier orbital gap at 0.309 Ha. The calculation puts the HOMO energy at -0.2819 Ha.


DFT (the ωB97M-V functional and the def2-TZVPD basis) results for 2 unconnected molecules or ions with the total composition C6H15NO at a distorted geometry.

Each line ends with the Löwdin charge.
Positions of all 23 atoms, in Å:
H -1.200 1.385 -1.426  0.08
N -1.146 1.159 -0.448  0.04
C -0.003 0.983 0.108  -0.39
C 0.689 2.213 0.656  -0.03
C 0.493 -0.390 0.567  -0.32
C 1.977 -0.384 0.833  -0.05
C -0.238 -1.493 -0.145  -0.22
C 0.465 -1.826 -1.443  -0.08
H 1.123 2.029 1.632  0.07
H 1.494 2.561 0.010  0.09
H -0.053 2.993 0.750  0.08
H -0.169 0.063 1.395  0.19
H 2.339 -1.312 1.287  0.09
H 2.500 -0.292 -0.113  0.09
H 2.262 0.397 1.524  0.07
H -1.284 -1.216 -0.175  0.09
H -0.287 -2.321 0.574  0.12
H 1.466 -2.209 -1.313  0.07
H 0.593 -0.859 -1.934  0.08
H -0.059 -2.449 -2.157  0.07
O -3.698 0.071 0.220  -0.10
H -4.414 0.478 -0.272  0.02
H -2.851 0.418 -0.130  -0.03

As for the SMILES: [H]/N=C(\C)[C@H](C)CC.O. Its net charge is 0. The spin multiplicity is 1. The calculation puts the frontier orbital gap at 0.316 Ha. The calculation puts the HOMO energy at -0.2930 Ha.


DFT (the ωB97M-V functional and the def2-TZVPD basis) results for 2 unconnected molecules or ions with the total composition C6H15NO2 at a distorted geometry.

Each line ends with the Löwdin charge.
Positions of all 24 atoms, in Å:
C 1.793 -0.215 0.225  -0.21
C -1.333 -1.160 -0.445  -0.35
C 0.249 1.561 -0.017  -0.23
C 0.777 0.765 2.158  -0.01
C 2.167 -0.250 -1.217  -0.11
C -2.841 -1.009 -0.472  -0.09
N 1.050 0.775 0.730  -0.19
O -0.912 -1.849 -1.606  -0.08
O -0.615 2.435 0.645  -0.02
H 0.032 -2.024 -1.529  0.06
H -0.497 3.323 0.290  0.10
H 2.328 -0.830 0.926  0.09
H -1.021 -1.705 0.456  0.11
H 0.423 1.678 -1.074  0.12
H -0.867 -0.071 -0.382  0.10
H 1.522 0.161 2.672  0.09
H -0.213 0.344 2.349  0.10
H 0.793 1.788 2.531  0.10
H 2.746 -1.147 -1.425  0.07
H 2.773 0.618 -1.507  0.08
H 1.290 -0.260 -1.869  0.06
H -3.319 -1.988 -0.460  0.07
H -3.152 -0.491 -1.377  0.07
H -3.174 -0.448 0.398  0.07

Its net charge is 0. The spin multiplicity is 1. The calculation puts the frontier orbital gap at 0.256 Ha. The calculation puts the HOMO energy at -0.2313 Ha.


DFT (the ωB97M-V functional and the def2-TZVPD basis) results for a single C6H15NO2 molecule.

Each line ends with the Löwdin charge.
Positions of all 24 atoms, in Å:
C -0.019 -0.420 2.741  -0.11
C 0.829 -0.814 1.537  -0.24
C 1.035 0.362 0.569  -0.14
C 0.306 0.268 -0.783  -0.53
C 0.787 -0.922 -1.611  -0.02
O 0.544 1.488 -1.494  -0.02
C -1.232 0.231 -0.619  -0.42
N -1.834 0.099 -1.924  0.08
O -1.677 1.366 0.087  -0.01
H 0.491 0.339 3.335  0.08
H -0.975 -0.014 2.412  0.07
H -0.201 -1.280 3.378  0.07
H 1.800 -1.171 1.888  0.11
H 0.347 -1.646 1.022  0.09
H 0.700 1.281 1.054  0.11
H 2.099 0.479 0.348  0.12
H 0.528 -1.857 -1.127  0.08
H 0.310 -0.901 -2.586  0.08
H 1.868 -0.879 -1.734  0.09
H 1.455 1.479 -1.807  0.10
H -1.533 -0.632 -0.018  0.15
H -1.536 0.875 -2.508  0.08
H -2.844 0.137 -1.841  0.08
H -1.250 2.132 -0.318  0.09

As for the SMILES: CCC[C@](C)(O)[C@H](N)O. Its net charge is 0. The spin multiplicity is 1. The calculation puts the frontier orbital gap at 0.379 Ha. The calculation puts the HOMO energy at -0.3493 Ha.